Computed, not measured: C38H85AsF6O22P3S5 as an isolated structure at a distorted geometry, with the ωB97M-V functional and the def2-TZVPD basis.

Calculated values
HOMO energy in eV: -8.6
Kohn-Sham gap in eV: 10.32
Spin multiplicity: 1
Energy above the lowest of the compared OMol25 structures with the same formula, charge and spin in kJ/mol: 675.91
Total charge: -1

XYZ file:
```
160
Properties=species:S:1:pos:R:3:forces:R:3
As -30.553160 -28.103560 1.002840 1.050 -0.891 0.998
F -31.089440 -27.501540 2.620910 0.463 -0.499 -1.466
F -29.288600 -29.130540 1.817860 -1.435 1.065 -0.895
F -29.946040 -28.707990 -0.603600 -0.959 0.651 1.721
F -31.779230 -27.107190 0.233890 0.640 -0.553 0.210
F -29.361780 -26.755250 0.934800 -1.111 -1.101 -0.090
F -31.744430 -29.466020 1.179200 1.287 1.387 -0.498
C -37.114070 -25.602880 0.446630 -0.137 0.958 1.857
C -37.768620 -26.924820 0.282230 -1.428 -1.184 0.321
C -38.903460 -26.984640 1.373860 1.181 0.832 0.483
S -38.027560 -26.428140 2.943860 1.176 -1.056 -1.450
O -37.499460 -27.630410 3.596920 -0.522 1.449 -0.551
O -38.761100 -25.439800 3.702210 -0.136 -0.384 -0.176
C -36.710770 -25.522300 1.979670 0.463 -0.373 -0.728
H -37.881380 -24.839480 0.317980 0.094 0.232 -0.396
H -36.313570 -25.458460 -0.278940 0.195 0.162 0.435
H -37.052140 -27.742120 0.364580 -0.055 -0.093 0.296
H -38.203400 -27.008990 -0.713750 -0.186 -0.067 0.008
H -39.436100 -27.917870 1.556790 0.261 0.069 -0.062
H -39.585450 -26.151440 1.204210 -0.269 -0.179 -0.173
H -35.742390 -26.008320 2.098550 -0.168 -0.386 0.275
H -36.589180 -24.523100 2.397910 -0.416 -0.008 -0.125
C -35.890590 -24.701500 9.260580 -0.218 -1.596 0.908
C -34.632260 -24.632530 8.456640 1.149 -0.530 -1.063
C -33.832070 -25.978750 8.452920 -1.038 0.352 0.971
S -34.000090 -26.442880 10.292660 2.471 0.505 -1.343
O -32.840950 -25.751670 10.936480 -2.478 -1.376 -0.546
O -34.242410 -27.878940 10.451590 0.250 1.618 0.161
C -35.557820 -25.512120 10.585430 0.283 0.637 -0.877
H -36.641920 -25.294560 8.739160 -0.129 0.209 -0.115
H -36.270360 -23.694430 9.432860 -0.110 -0.205 0.290
H -34.029100 -23.845260 8.908880 0.453 -0.122 -0.160
H -34.825170 -24.349580 7.421840 -0.076 0.146 0.005
H -32.845440 -25.873960 8.001600 0.433 0.261 1.100
H -34.202260 -26.813460 7.857680 -0.973 0.156 0.195
H -35.338100 -24.830260 11.406950 -0.151 -0.301 0.155
H -36.317730 -26.266000 10.791120 0.133 0.225 0.297
C -28.848490 -25.490740 -6.808530 -0.546 0.267 0.593
C -28.385400 -25.673920 -5.319230 -1.500 -0.224 -0.853
C -28.902010 -24.441680 -4.562520 0.000 -1.167 -0.604
S -30.460700 -23.874290 -5.428960 -0.030 -0.112 2.228
O -30.187680 -22.488180 -5.741230 -0.157 -0.399 -1.016
O -31.652250 -24.121520 -4.609170 1.303 -0.232 -1.188
C -30.367400 -25.071800 -6.843060 0.770 0.234 0.887
H -28.683650 -26.422370 -7.349810 0.054 0.278 -0.263
H -28.226690 -24.668460 -7.162550 -0.115 -0.116 -0.645
H -27.303130 -25.799050 -5.285850 -0.089 0.158 0.105
H -28.846220 -26.579250 -4.924110 0.076 -0.066 0.090
H -28.100610 -23.709290 -4.659790 -0.673 0.576 0.318
H -29.154960 -24.730680 -3.542430 -0.010 0.539 0.017
H -30.820610 -24.600500 -7.715180 0.706 0.294 -0.156
H -31.039660 -25.904690 -6.637000 0.182 -0.037 0.529
C -28.158630 -35.862340 -0.245470 0.540 -1.253 0.129
C -27.690740 -36.886100 -1.371820 0.292 2.087 0.078
C -26.343980 -36.211320 -1.926990 -1.023 0.092 0.431
S -26.550790 -34.346250 -1.758020 -1.470 1.062 0.246
O -26.868580 -33.669940 -3.052830 1.211 -1.670 2.303
O -25.532870 -33.829000 -0.831690 -0.954 -0.709 -1.539
C -28.164730 -34.479690 -0.828470 0.493 -0.070 -0.800
H -27.463090 -35.972910 0.586450 0.216 0.288 0.055
H -29.130260 -36.075310 0.200280 -0.140 -0.284 -0.339
H -28.480910 -36.941940 -2.120570 0.182 0.009 -0.220
H -27.529270 -37.886800 -0.971040 0.232 0.156 -0.036
H -26.043090 -36.348200 -2.965660 -0.342 -0.326 0.050
H -25.547650 -36.542940 -1.260660 0.162 0.450 -0.093
H -28.966190 -34.443740 -1.566350 0.166 0.247 -0.253
H -28.315360 -33.656450 -0.130130 0.451 -0.049 -0.020
C -31.039310 -21.425470 2.397710 -0.287 -1.410 0.773
C -31.991330 -20.531020 3.185350 0.631 0.662 -0.921
C -31.098750 -19.393710 3.736150 0.140 -0.853 0.252
S -29.783750 -19.070120 2.442270 -4.471 0.864 -1.379
O -28.481690 -19.181330 2.946980 2.471 -0.124 1.274
O -30.182660 -17.856150 1.716520 0.516 -1.458 0.616
C -30.173010 -20.609150 1.517550 0.730 1.414 -0.990
H -31.590320 -22.169600 1.822570 0.011 0.009 -0.057
H -30.446570 -21.993820 3.114480 0.217 -0.054 0.003
H -32.506960 -21.119990 3.943860 0.020 0.323 0.094
H -32.704160 -20.143450 2.457500 -0.313 0.204 0.246
H -30.570720 -19.820180 4.589030 0.243 0.206 0.087
H -31.652770 -18.517930 4.074050 0.336 0.180 -0.431
H -29.210060 -21.015820 1.208610 -0.060 -0.232 0.331
H -30.676380 -20.323810 0.593800 -0.169 0.228 0.088
C -33.870320 -31.141490 -4.011360 0.551 -0.881 -1.020
C -35.274070 -31.273770 -3.459650 1.088 2.040 -0.147
O -35.876570 -32.536860 -3.679350 -1.265 -0.610 0.677
P -37.404200 -32.743440 -3.174840 1.068 -1.828 1.101
O -38.420950 -31.832750 -3.677300 -0.181 0.306 -0.493
O -37.674010 -34.345740 -3.442530 0.539 1.538 -1.430
C -37.915480 -34.711000 -4.825190 -1.585 -2.147 -0.798
C -38.483180 -36.213070 -4.862290 0.999 1.522 1.418
O -37.284060 -32.799660 -1.575730 -0.895 0.840 -0.701
C -38.561440 -32.858240 -0.823690 1.545 -1.927 1.030
C -38.115340 -33.078880 0.625080 -0.551 0.836 0.332
H -33.148410 -31.875200 -3.652740 -0.183 -0.045 0.428
H -33.853140 -31.273020 -5.093260 -0.194 0.016 -0.187
H -33.445850 -30.153550 -3.832760 -0.289 0.032 0.300
H -35.162060 -30.954190 -2.423590 -0.686 -0.678 0.409
H -35.827840 -30.482230 -3.964520 -0.527 -0.154 0.047
H -38.638030 -34.075970 -5.337800 -0.006 0.451 0.537
H -37.053030 -34.777510 -5.488400 0.578 0.660 0.672
H -39.331960 -36.419970 -5.514090 0.462 0.209 -0.351
H -37.583960 -36.810840 -5.011190 -0.515 -0.531 -0.346
H -38.823340 -36.419410 -3.847500 -0.082 -0.093 0.051
H -39.279430 -32.053870 -0.983660 0.524 0.121 -0.289
H -38.963500 -33.844340 -1.056170 -0.642 0.314 -0.661
H -37.547980 -32.236570 1.020970 0.354 -0.131 -0.181
H -38.976410 -33.135310 1.291000 -0.321 -0.076 -0.144
H -37.587990 -34.024970 0.747230 0.233 0.238 -0.221
C -18.899500 -24.303780 3.729560 -0.446 0.442 -0.664
C -20.437870 -24.243300 3.854070 1.304 -0.142 0.267
O -20.795560 -25.621500 3.792080 -2.991 -1.158 -1.132
P -22.257900 -26.041780 3.151630 0.598 2.004 0.171
O -22.456130 -27.469220 2.938080 0.284 0.109 -0.644
O -23.331620 -25.509350 4.253990 2.940 1.299 -0.189
C -24.712510 -25.734420 4.191690 -0.762 -0.518 -0.326
C -25.241780 -26.467210 5.414890 0.360 -0.620 -0.506
O -22.277140 -24.997320 1.777500 0.374 -2.247 3.094
C -23.458060 -24.934300 0.986290 0.314 -0.331 -0.701
C -24.269970 -23.726110 1.337790 -0.530 0.425 0.579
H -18.424960 -23.328530 3.620980 -0.136 0.163 0.364
H -18.428560 -24.875050 4.529550 -0.208 0.127 0.078
H -18.683890 -24.808730 2.787950 0.005 -0.188 0.024
H -20.767600 -23.863390 4.821040 -0.002 0.214 -0.049
H -20.920470 -23.712190 3.033630 0.256 0.193 0.140
H -25.250050 -24.788170 4.130180 0.203 0.154 -0.354
H -24.779550 -26.300650 3.262720 -1.288 -0.280 0.179
H -25.311970 -25.863630 6.319800 0.075 0.195 -0.201
H -26.225580 -26.860570 5.158970 -0.089 0.053 0.141
H -24.590890 -27.318450 5.614540 -0.057 -0.069 0.082
H -23.103060 -24.952840 -0.044110 0.024 0.372 -0.068
H -24.060020 -25.840600 1.052160 0.020 -0.152 0.308
H -24.985430 -24.024150 2.104200 -0.540 0.145 -0.423
H -23.734130 -22.931580 1.857130 0.622 -0.078 -0.380
H -24.728150 -23.285260 0.452450 -0.349 -0.134 0.201
C -31.691230 -33.248330 6.137680 0.298 -0.656 -0.941
C -30.731800 -34.224200 5.407320 0.710 1.903 0.728
O -30.215410 -35.187740 6.384890 -0.818 -0.362 0.193
P -28.724540 -35.697050 6.461690 1.360 0.312 -0.462
O -27.695330 -34.626670 6.208460 -1.669 -2.497 0.328
O -28.645880 -36.472100 7.920980 0.138 0.735 -1.787
C -27.447460 -37.227690 8.270680 0.364 0.320 0.889
C -27.932010 -38.236960 9.322280 0.417 0.060 -1.117
O -28.756450 -36.950450 5.393450 1.607 2.480 1.978
C -29.635790 -38.040040 5.546080 -0.161 -0.654 -2.251
C -28.787770 -39.214460 4.996160 -1.033 -0.104 1.495
H -31.146780 -32.368090 6.479530 -0.036 -0.406 0.708
H -32.410400 -32.830150 5.433390 -0.100 -0.245 -0.168
H -32.236820 -33.839840 6.872900 0.070 0.506 0.337
H -31.197450 -34.607530 4.499400 0.095 -1.002 0.446
H -29.871320 -33.633120 5.093770 0.061 -0.142 -0.232
H -26.948060 -37.730290 7.442380 -0.634 -0.143 -0.458
H -26.660120 -36.558880 8.618370 -0.335 0.381 0.314
H -27.170470 -38.903780 9.726630 0.362 0.300 -0.127
H -28.429280 -37.741240 10.156000 -0.287 -0.143 -0.307
H -28.548270 -38.868340 8.682210 -0.739 -0.203 0.773
H -30.154690 -38.223400 6.486950 0.740 0.286 0.452
H -30.410560 -37.731320 4.844290 -0.561 -0.784 -0.064
H -27.898400 -39.268140 5.624050 0.402 0.318 -0.426
H -29.257790 -40.166600 5.242310 -0.375 -0.132 -0.582
H -28.583840 -39.087430 3.932970 0.135 -0.117 0.266
```
Positions in Å, forces in eV/Å.

Here are the Mulliken charges for atoms 1 to 99, given in e: 2.093, -0.518, -0.524, -0.519, -0.487, -0.521, -0.530, -0.670, -0.510, -0.766, 1.053, -0.620, -0.641, -0.656, 0.302, 0.342, 0.328, 0.313, 0.424, 0.335, 0.368, 0.397, -0.588, -0.638, -0.703, 1.065, -0.643, -0.644, -0.619, 0.291, 0.312, 0.305, 0.379, 0.392, 0.380, 0.347, 0.363, -0.617, -0.675, -0.649, 1.050, -0.629, -0.635, -0.649, 0.349, 0.311, 0.332, 0.332, 0.358, 0.388, 0.389, 0.345, -0.598, -0.657, -0.645, 1.023, -0.633, -0.612, -0.683, 0.318, 0.342, 0.308, 0.333, 0.404, 0.322, 0.323, 0.455, -0.654, -0.567, -0.712, 1.083, -0.613, -0.653, -0.624, 0.338, 0.307, 0.316, 0.309, 0.361, 0.392, 0.390, 0.328, -1.352, -0.099, -0.282, 0.929, -0.714, -0.270, -0.357, -1.023, -0.253, -0.112, -1.268, 0.333, 0.333, 0.390, 0.297, 0.294, 0.375